Entry 1:
The following is a quantum chemistry calculation of C6H8GaO6 as an isolated structure, from OMol25.

Positions of all 21 atoms, in Å:
O  1.9715  0.0921  -0.2203
Ga  1.7116  1.9328  -0.3255
O  3.5344  1.5345  0.1448
C  3.3203  0.2773  0.1370
O  4.0317  -0.6604  0.4007
C  1.3830  -1.2173  -0.2106
C  0.1183  -1.2026  -0.9795
H  2.1180  -1.9129  -0.6494
H  1.2202  -1.5218  0.8324
H  0.0699  -0.6368  -1.9121
H  -0.5539  -2.0522  -0.8549
O  -2.0335  1.4250  -0.5966
C  -0.8482  1.5152  -0.0610
C  -2.6588  0.2082  -0.1184
O  0.0646  2.1811  -0.5390
O  -0.7414  0.8132  1.0356
C  -1.9749  0.0910  1.2534
H  -3.7446  -0.1674  0.1342
H  -1.7112  -0.9352  1.5257
H  -2.5233  0.5570  2.0785
H  -2.7538  -0.3209  -1.0747

As for the HOMO-LUMO gap (spin up / spin down): 5.920 / 8.188 eV. The charge is +2. As for the energy above the lowest of the compared OMol25 structures with the same formula, charge and spin: 27.2 kcal per mole. The strongest force on any atom is 0.1285 hartree/bohr. Its spin multiplicity is 2. The calculation puts the highest occupied orbital energy (spin up / spin down) at -17.02 / -19.29 eV. As for the expectation value of S²: 0.7533. Its total energy is -70989.62373 eV.



Entry 2:
The following is a quantum chemistry calculation of an isolated ion of composition C6H8IN2O and charge +1, from OMol25.

Positions of all 18 atoms, in Å:
C  -1.7130  0.5471  1.5055
C  -0.8390  0.0564  2.4155
C  -1.3565  0.5004  0.1555
C  0.4961  -0.4714  1.8717
C  1.5334  0.0824  -1.7224
C  1.3382  -0.8530  -0.5900
N  0.5101  -0.3325  0.4877
N  -1.7236  0.8773  -1.0037
O  1.4535  -0.7474  2.5549
I  0.6272  -2.6703  -1.5185
H  -2.7018  1.0131  1.7779
H  -1.0396  -0.0166  3.5097
H  2.2107  -0.1878  -2.5758
H  1.9380  1.1593  -1.3862
H  0.6639  0.1028  -2.3061
H  2.2042  -1.1173  -0.1001
H  -2.5952  1.2434  -1.3281
H  -1.0064  0.8142  -1.7475

As for the HOMO-LUMO gap: 6.704 eV. The charge is +1. As for the energy above the lowest of the compared OMol25 structures with the same formula, charge and spin: 21.5 kcal per mole. The strongest force on any atom is 0.1041 hartree/bohr. The calculation puts the highest occupied orbital energy at -12.95 eV. Its total energy is -19469.05336 eV.